# 1
Formula: C56H63F2N4O6S
Source: the Open Molecules 2025 dataset
Level of theory: ωB97M-V with the def2-TZVPD basis set

Output
Kohn-Sham gap (Ha): 0.2388
Charge: +1
Electronic energy (Ha): -3439.25141

Geometry (Å):
C -5.088 1.430 -0.881
C -4.837 0.402 -2.136
C -3.302 0.639 -2.716
C -2.945 -0.563 -3.824
C -1.669 -0.192 -4.779
C -0.194 -0.536 -4.169
C -0.226 -1.251 -2.663
C 1.320 -1.683 -2.348
C 1.766 -1.694 -0.784
C 3.363 -2.023 -0.857
C 3.772 -3.596 -1.005
C 4.628 -4.139 0.326
F 2.676 -4.518 -1.369
C 1.794 -0.097 -0.280
N 2.182 0.961 -1.306
C 1.122 1.720 -1.730
S -0.107 2.729 -2.340
C 0.409 0.052 0.585
O -0.158 1.275 1.168
C 0.905 2.186 1.661
C 0.270 3.042 2.915
C -1.213 3.679 2.637
C 0.278 2.161 4.328
C -0.782 0.906 4.326
C 1.796 1.655 4.708
N -0.244 -1.188 0.636
C -1.723 -1.383 1.023
F -2.523 -1.765 -0.231
C -1.971 -2.375 2.275
C -2.541 -3.865 1.929
C 0.813 -2.290 0.371
C 1.615 -2.232 1.870
C 1.904 -3.730 2.500
N 1.681 -3.881 3.875
N 0.370 -3.732 0.402
C -0.397 -4.062 -0.684
O -1.487 -4.377 -1.442
H -5.427 2.472 -1.353
H -4.072 1.632 -0.332
H -5.851 1.044 -0.073
H -4.925 -0.728 -1.796
H -5.643 0.542 -3.004
H -3.326 1.645 -3.314
H -2.582 0.629 -1.792
H -3.898 -0.584 -4.540
H -2.907 -1.626 -3.327
H -1.713 0.960 -5.031
H -1.759 -0.777 -5.813
H 0.360 -1.333 -4.863
H 0.506 0.424 -4.139
H -0.685 -0.449 -1.947
H -0.883 -2.215 -2.772
H 2.010 -1.007 -3.051
H 1.450 -2.785 -2.790
H 3.952 -1.570 0.054
H 3.784 -1.461 -1.823
H 4.562 -3.658 -1.899
H 5.739 -4.455 0.027
H 4.092 -5.114 0.693
H 4.716 -3.301 1.140
H 2.606 0.078 0.547
H 1.921 1.636 1.922
H 1.175 2.937 0.781
H 1.002 3.959 3.119
H -1.818 3.582 3.661
H -1.209 4.822 2.335
H -1.857 3.125 1.833
H -0.092 2.924 5.168
H -1.184 0.813 5.446
H -1.734 1.075 3.661
H -0.251 -0.139 4.114
H 1.870 0.475 4.543
H 2.574 2.228 4.009
H 2.098 1.941 5.814
H -2.195 -0.330 1.315
H -1.008 -2.497 2.967
H -2.780 -1.855 2.982
H -3.106 -3.975 0.912
H -3.317 -4.174 2.774
H -1.606 -4.604 1.980
H 2.649 -1.691 1.813
H 0.980 -1.640 2.683
H 2.322 -4.654 1.912
H 1.352 -2.962 4.286
C 3.862 -4.722 6.109
C 4.808 -5.710 6.384
C 6.164 -5.383 6.433
C 6.577 -4.067 6.194
C 5.634 -3.085 5.894
C 4.272 -3.411 5.863
C 6.062 -1.704 5.592
O 5.234 -0.840 5.332
C 7.503 -1.382 5.598
C 7.927 -0.091 5.256
C 9.287 0.226 5.272
C 10.224 -0.740 5.637
C 9.805 -2.028 5.973
C 8.443 -2.352 5.943
C 8.012 -3.727 6.265
O 8.836 -4.578 6.582
H 2.804 -4.975 6.080
H 4.490 -6.734 6.563
H 6.896 -6.158 6.653
H 3.528 -2.647 5.644
H 7.201 0.670 4.973
H 9.614 1.227 5.001
H 11.283 -0.491 5.657
H 10.543 -2.778 6.252
C -3.289 5.477 -4.879
C -3.757 4.318 -4.261
C -4.951 3.733 -4.686
C -5.687 4.316 -5.724
C -5.232 5.489 -6.325
C -4.024 6.065 -5.909
C -6.025 6.141 -7.388
O -5.625 7.170 -7.918
C -7.311 5.540 -7.794
C -8.101 6.179 -8.759
C -9.312 5.610 -9.160
C -9.732 4.401 -8.606
C -8.950 3.766 -7.640
C -7.742 4.342 -7.227
C -6.939 3.681 -6.179
O -7.310 2.620 -5.689
H -2.354 5.928 -4.554
H -3.190 3.866 -3.449
H -5.306 2.824 -4.203
H -3.656 6.974 -6.383
H -7.778 7.121 -9.199
H -9.926 6.111 -9.905
H -10.672 3.955 -8.923
H -9.287 2.825 -7.209

Löwdin atomic charge list, values in e, 99 entries: atom 1 (C): -0.14, atom 2 (C): -0.26, atom 3 (C): -0.22, atom 4 (C): -0.20, atom 5 (C): -0.20, atom 6 (C): -0.21, atom 7 (C): -0.19, atom 8 (C): -0.14, atom 9 (C): -0.24, atom 10 (C): -0.09, atom 11 (C): -0.25, atom 12 (C): -0.06, atom 13 (F): -0.10, atom 14 (C): -0.18, atom 15 (N): 0.09, atom 16 (C): -0.55, atom 17 (S): 0.73, atom 18 (C): -0.02, atom 19 (O): -0.07, atom 20 (C): -0.12, atom 21 (C): -0.27, atom 22 (C): -0.09, atom 23 (C): -0.35, atom 24 (C): -0.11, atom 25 (C): -0.10, atom 26 (N): 0.09, atom 27 (C): -0.11, atom 28 (F): -0.08, atom 29 (C): -0.17, atom 30 (C): -0.12, atom 31 (C): -0.26, atom 32 (C): -0.06, atom 33 (C): -0.14, atom 34 (N): 0.07, atom 35 (N): 0.14, atom 36 (C): 0.01, atom 37 (O): 0.04, atom 38 (H): 0.09, atom 39 (H): 0.05, atom 40 (H): 0.08, atom 41 (H): 0.11, atom 42 (H): 0.12, atom 43 (H): 0.08, atom 44 (H): 0.07, atom 45 (H): 0.13, atom 46 (H): 0.11, atom 47 (H): 0.11, atom 48 (H): 0.12, atom 49 (H): 0.13, atom 50 (H): 0.09, atom 51 (H): 0.08, atom 52 (H): 0.10, atom 53 (H): 0.13, atom 54 (H): 0.15, atom 55 (H): 0.12, atom 56 (H): 0.15, atom 57 (H): 0.16, atom 58 (H): 0.10, atom 59 (H): 0.08, atom 60 (H): 0.08, atom 61 (H): 0.15, atom 62 (H): 0.14, atom 63 (H): 0.14, atom 64 (H): 0.16, atom 65 (H): 0.10, atom 66 (H): 0.10, atom 67 (H): 0.08, atom 68 (H): 0.15, atom 69 (H): 0.10, atom 70 (H): 0.08, atom 71 (H): 0.06, atom 72 (H): 0.08, atom 73 (H): 0.09, atom 74 (H): 0.10, atom 75 (H): 0.17, atom 76 (H): 0.11, atom 77 (H): 0.13, atom 78 (H): 0.08, atom 79 (H): 0.10, atom 80 (H): 0.09, atom 81 (H): 0.12, atom 82 (H): 0.10, atom 83 (H): 0.11, atom 84 (H): 0.04, atom 85 (C): -0.07, atom 86 (C): -0.05, atom 87 (C): 0.01, atom 88 (C): -0.09, atom 89 (C): -0.09, atom 90 (C): -0.01, atom 91 (C): -0.28, atom 92 (O): 0.07, atom 93 (C): -0.09, atom 94 (C): 0.00, atom 95 (C): -0.06, atom 96 (C): -0.05, atom 97 (C): 0.01, atom 98 (C): -0.08, atom 99 (C): -0.28

***

# 2
Formula: C56H68IN2
Source: the Open Molecules 2025 dataset
Level of theory: ωB97M-V with the def2-TZVPD basis set

Output
Kohn-Sham gap (Ha): 0.2645
Charge: +1
Electronic energy (Ha): -2581.42654

Geometry (Å):
C -2.631 -2.112 -5.014
C -1.763 -3.045 -6.097
C -1.333 -4.479 -5.351
C 0.300 -4.521 -5.213
C 0.889 -5.726 -4.271
N 0.424 -5.705 -2.832
N -0.873 -6.222 -2.645
C 0.625 -4.355 -2.132
C 0.068 -4.392 -0.556
C 0.579 -2.963 0.123
I -1.124 -1.850 1.027
H -3.739 -2.529 -4.864
H -2.779 -1.001 -5.407
H -2.060 -2.120 -3.971
H -2.496 -3.232 -6.997
H -0.840 -2.454 -6.509
H -1.918 -4.483 -4.335
H -1.762 -5.347 -6.037
H 0.722 -4.717 -6.312
H 0.745 -3.500 -4.807
H 0.747 -6.811 -4.748
H 2.072 -5.571 -4.237
H 1.058 -6.379 -2.306
H -1.134 -6.717 -3.529
H -0.900 -6.847 -1.810
H 1.789 -4.162 -2.033
H 0.053 -3.470 -2.641
H 0.503 -5.342 0.017
H -1.117 -4.508 -0.534
H 1.342 -3.141 1.021
H 1.170 -2.296 -0.668
C -4.548 2.127 4.544
C -4.657 0.737 4.514
C -4.067 0.012 3.479
C -3.358 0.678 2.478
C -3.246 2.067 2.510
C -3.844 2.793 3.540
H -5.010 2.691 5.349
H -5.203 0.218 5.298
H -4.158 -1.070 3.452
H -2.894 0.113 1.674
H -2.692 2.586 1.731
H -3.761 3.876 3.562
C 4.647 0.044 -1.459
C 4.084 -1.185 -1.117
C 4.327 -1.738 0.140
C 5.125 -1.057 1.059
C 5.685 0.174 0.718
C 5.450 0.723 -0.542
H 4.460 0.473 -2.440
H 3.456 -1.713 -1.830
H 3.894 -2.699 0.404
H 5.311 -1.485 2.041
H 6.306 0.706 1.435
H 5.890 1.679 -0.810
C -5.758 6.896 1.755
C -5.868 5.506 1.725
C -5.278 4.782 0.690
C -4.569 5.447 -0.311
C -4.457 6.837 -0.279
C -5.055 7.562 0.751
H -6.221 7.461 2.560
H -6.414 4.987 2.509
H -5.369 3.699 0.663
H -4.105 4.882 -1.115
H -3.903 7.355 -1.058
H -4.971 8.645 0.773
C -0.492 6.071 -3.330
C -0.060 4.750 -3.438
C -0.059 3.922 -2.316
C -0.499 4.413 -1.087
C -0.935 5.734 -0.980
C -0.927 6.564 -2.100
H -0.490 6.717 -4.204
H 0.276 4.365 -4.398
H 0.284 2.894 -2.399
H -0.503 3.767 -0.213
H -1.279 6.116 -0.022
H -1.262 7.595 -2.015
C -3.590 -6.375 3.543
C -4.905 -5.997 3.812
C -5.368 -4.744 3.409
C -4.517 -3.873 2.728
C -3.203 -4.253 2.456
C -2.738 -5.502 2.867
H -3.229 -7.350 3.860
H -5.570 -6.678 4.337
H -6.390 -4.447 3.625
H -4.879 -2.899 2.410
H -2.541 -3.574 1.924
H -1.712 -5.795 2.660
C -0.480 -10.211 -3.827
C 0.371 -9.974 -2.748
C 0.078 -10.514 -1.496
C -1.061 -11.302 -1.326
C -1.909 -11.542 -2.406
C -1.622 -10.994 -3.656
H -0.253 -9.787 -4.802
H 1.262 -9.366 -2.883
H 0.738 -10.323 -0.654
H -1.286 -11.727 -0.352
H -2.796 -12.157 -2.274
H -2.286 -11.177 -4.496
C 3.588 4.778 1.489
C 2.706 5.078 0.451
C 2.577 6.392 0.002
C 3.338 7.405 0.585
C 4.223 7.105 1.620
C 4.345 5.792 2.076
H 3.685 3.754 1.841
H 2.118 4.287 -0.007
H 1.884 6.626 -0.802
H 3.241 8.428 0.232
H 4.817 7.895 2.073
H 5.030 5.560 2.886
C 7.039 6.979 5.595
C 5.927 7.751 5.259
C 6.090 9.085 4.887
C 7.367 9.645 4.841
C 8.479 8.872 5.174
C 8.315 7.540 5.555
H 6.911 5.940 5.889
H 4.933 7.312 5.288
H 5.223 9.688 4.632
H 7.495 10.683 4.547
H 9.474 9.308 5.137
H 9.181 6.940 5.819

Löwdin atomic charge list, values in e, 99 entries: atom 1 (C): -0.15, atom 2 (C): -0.24, atom 3 (C): -0.22, atom 4 (C): -0.18, atom 5 (C): -0.14, atom 6 (N): -0.22, atom 7 (N): 0.09, atom 8 (C): -0.12, atom 9 (C): -0.25, atom 10 (C): -0.60, atom 11 (I): 0.95, atom 12 (H): 0.09, atom 13 (H): 0.09, atom 14 (H): 0.07, atom 15 (H): 0.11, atom 16 (H): 0.11, atom 17 (H): 0.09, atom 18 (H): 0.13, atom 19 (H): 0.15, atom 20 (H): 0.12, atom 21 (H): 0.16, atom 22 (H): 0.16, atom 23 (H): 0.19, atom 24 (H): 0.12, atom 25 (H): 0.13, atom 26 (H): 0.16, atom 27 (H): 0.15, atom 28 (H): 0.13, atom 29 (H): 0.11, atom 30 (H): 0.07, atom 31 (H): 0.06, atom 32 (C): -0.09, atom 33 (C): -0.09, atom 34 (C): -0.09, atom 35 (C): -0.13, atom 36 (C): -0.09, atom 37 (C): -0.09, atom 38 (H): 0.10, atom 39 (H): 0.10, atom 40 (H): 0.08, atom 41 (H): -0.02, atom 42 (H): 0.10, atom 43 (H): 0.10, atom 44 (C): -0.09, atom 45 (C): -0.12, atom 46 (C): -0.11, atom 47 (C): -0.09, atom 48 (C): -0.08, atom 49 (C): -0.08, atom 50 (H): 0.10, atom 51 (H): 0.08, atom 52 (H): 0.09, atom 53 (H): 0.10, atom 54 (H): 0.11, atom 55 (H): 0.11, atom 56 (C): -0.09, atom 57 (C): -0.10, atom 58 (C): -0.10, atom 59 (C): -0.10, atom 60 (C): -0.10, atom 61 (C): -0.09, atom 62 (H): 0.10, atom 63 (H): 0.10, atom 64 (H): 0.10, atom 65 (H): 0.10, atom 66 (H): 0.09, atom 67 (H): 0.10, atom 68 (C): -0.09, atom 69 (C): -0.10, atom 70 (C): -0.10, atom 71 (C): -0.11, atom 72 (C): -0.11, atom 73 (C): -0.10, atom 74 (H): 0.10, atom 75 (H): 0.10, atom 76 (H): 0.10, atom 77 (H): 0.10, atom 78 (H): 0.11, atom 79 (H): 0.10, atom 80 (C): -0.10, atom 81 (C): -0.09, atom 82 (C): -0.08, atom 83 (C): -0.10, atom 84 (C): -0.15, atom 85 (C): -0.10, atom 86 (H): 0.10, atom 87 (H): 0.10, atom 88 (H): 0.10, atom 89 (H): 0.09, atom 90 (H): -0.10, atom 91 (H): 0.09, atom 92 (C): -0.11, atom 93 (C): -0.13, atom 94 (C): -0.10, atom 95 (C): -0.08, atom 96 (C): -0.08, atom 97 (C): -0.09, atom 98 (H): 0.09, atom 99 (H): 0.09